No. 1
120
Properties=species:S:1:pos:R:3:forces:R:3:lowdin_charge:R:1 method="wB97M-V/def2-TZVPD" homo_ev=-10.09
H 1.667057 2.182621 0.244931 0.36 -0.36 -0.23 0.03
H 3.122320 2.367380 0.775977 -0.03 0.14 0.45 0.02
O 2.440489 2.768141 0.226869 -0.02 0.44 -0.28 -0.05
H -2.892156 3.982541 -3.719310 -0.06 0.31 -0.28 0.05
H -4.076073 3.650681 -2.927321 -0.02 0.00 -0.11 0.04
O -3.801019 3.683852 -3.860489 0.28 0.02 0.05 -0.05
H 0.902732 -0.302560 2.248361 0.05 -0.04 -0.61 0.03
H -0.482345 -0.687983 2.483449 -0.20 -0.33 -0.20 0.01
O 0.157541 -0.698147 1.744048 0.30 0.06 0.71 -0.07
H 0.216777 4.427628 1.389610 -0.23 0.25 0.17 0.02
H 1.492928 4.122338 0.686635 0.14 0.85 0.05 0.01
O 0.892998 4.891465 0.873222 -0.03 -0.96 0.06 -0.08
H 4.934269 -3.624778 -1.071361 0.31 -0.26 0.20 0.06
H 4.713693 -2.276642 -0.488610 0.07 0.32 0.18 -0.03
O 5.116851 -3.136982 -0.256628 0.12 -0.99 -0.42 -0.07
H -1.414246 2.049194 -5.616503 -0.06 -0.27 -0.24 0.02
O -0.660775 2.585519 -5.890420 -0.22 0.26 -0.38 -0.06
H -1.391267 -0.814917 4.873907 0.03 -0.29 -0.43 0.02
O -1.203560 -1.347762 4.043013 0.14 0.00 0.53 -0.08
H -4.296140 -0.123215 -0.594141 -0.15 -0.43 0.17 0.08
H -3.613562 -0.731524 0.771913 -0.26 -0.44 0.28 0.02
O -3.639000 -0.021795 0.100852 0.18 0.70 -0.33 -0.05
H -2.210027 3.438783 1.497795 0.01 -0.17 0.40 0.04
H -1.371386 2.235702 1.175377 0.13 0.39 -0.10 0.03
O -1.456038 2.939852 1.855968 0.43 0.01 -0.32 -0.08
H 3.003301 -0.833268 -3.173202 -0.06 -0.06 0.13 0.05
H 1.544409 -1.037956 -2.706277 0.11 -0.08 0.23 0.01
O 2.083433 -0.721868 -3.433880 0.02 0.12 -0.51 -0.03
H -2.336160 0.389067 5.865784 0.07 0.09 0.18 0.00
H -0.852564 0.755450 5.565544 -0.39 0.53 0.00 0.02
O -1.419982 0.217428 6.124747 0.57 -0.75 0.59 -0.06
H 3.497304 -1.001542 3.262360 0.64 -0.45 -0.87 0.02
O 3.523451 -1.792574 3.793820 -1.41 0.87 2.84 -0.05
H 4.704990 1.237476 2.069191 -0.03 -0.35 -0.01 0.01
H 5.100998 2.539072 2.765135 0.40 0.52 0.30 0.06
O 4.368721 2.109504 2.340880 -0.52 -0.24 -0.27 -0.04
H -1.586982 2.377322 3.431497 0.13 0.54 0.22 0.00
H -1.137482 2.943905 4.843001 0.10 0.65 -0.03 0.05
O -1.548635 2.206896 4.405420 -0.19 -0.83 -0.36 -0.06
H -3.280103 -2.641962 2.007691 0.42 -0.05 0.06 0.01
H -2.372570 -1.470124 2.569135 -0.30 -0.51 0.22 0.01
O -3.216446 -1.678604 2.133699 -0.43 0.81 -0.28 -0.06
H 1.060392 1.614061 3.415579 0.00 0.42 0.54 0.05
H 2.588551 1.532970 2.950646 0.33 0.56 0.43 0.02
O 1.673782 1.329874 2.745196 -0.23 -0.86 -0.81 -0.02
H 1.221455 -3.085611 -0.478737 -0.31 -0.37 0.19 0.05
H 0.703885 -1.670571 -0.827469 -0.23 0.16 0.27 0.01
O 1.409867 -2.305144 -1.004668 0.34 0.25 -0.43 -0.04
H -2.442413 -4.915835 1.346544 0.20 0.10 -0.31 0.06
H -2.242086 -4.377666 2.744688 0.15 0.05 0.05 0.06
O -2.793280 -4.274522 1.965633 -0.75 -0.44 0.39 -0.04
H -3.859222 0.796256 4.935544 -0.11 0.41 0.53 0.05
O -4.022143 -0.042025 5.398760 -0.24 0.50 -1.35 -0.04
H 0.132702 4.304737 -2.130780 -0.59 -0.12 0.25 0.04
H -0.048385 4.802411 -0.656303 0.16 0.21 0.07 0.01
O -0.509042 4.699024 -1.510605 0.31 0.18 -0.19 -0.07
H 1.216784 -4.318150 3.356679 0.07 -0.47 -0.09 0.03
O 1.579924 -4.817146 2.587592 0.08 0.39 0.96 -0.07
H 3.879211 -0.101947 -0.931978 -0.70 -0.30 -0.45 0.06
H 2.941995 -1.434236 -0.869924 -1.02 0.09 -0.03 0.01
O 3.805503 -1.051957 -0.692614 1.12 0.86 0.47 -0.06
H -0.287402 3.036247 -4.167717 0.05 -0.49 -0.31 0.03
H -0.521041 1.984301 -3.037340 0.01 -0.30 -0.40 0.01
O 0.005650 2.766055 -3.279056 0.45 0.56 0.37 -0.08
H -1.205600 -0.349436 -2.697893 -0.48 -0.28 -0.06 0.03
H -2.352945 0.464523 -3.521593 -0.29 -0.47 -0.32 0.01
O -1.506848 0.486230 -3.055768 1.04 0.48 0.58 -0.05
H -0.028556 -2.957426 1.281429 -0.37 0.15 0.05 0.00
H 0.441000 -4.316648 1.658464 -0.56 -0.08 -0.87 0.00
O -0.274134 -3.877652 1.085083 1.17 0.42 0.30 -0.10
H 0.022315 0.980368 -0.856679 -0.46 0.03 -0.02 0.02
H 0.767090 0.322926 0.269671 -0.17 -0.23 -0.14 0.02
O 0.892561 0.601413 -0.655046 0.22 -0.15 0.13 -0.06
H -3.984991 1.921219 1.572582 -0.30 -0.46 -0.04 0.02
H -4.850419 3.004421 2.320233 -0.14 -0.32 0.00 0.05
O -4.095857 2.854508 1.749227 -0.05 0.76 -0.10 -0.03
H 3.158795 2.110604 -4.096162 0.02 0.14 0.22 0.04
H 1.759299 2.780532 -4.035189 0.06 -0.07 0.19 0.02
O 2.563283 2.696341 -4.578532 0.15 0.34 0.00 -0.04
H -2.387493 0.989247 -0.306968 -0.04 -0.04 -0.22 0.01
H -1.881893 2.180258 -1.181388 -0.27 0.29 -0.08 0.04
O -1.640978 1.602581 -0.456495 0.53 -0.18 0.45 -0.06
H 4.458739 -0.903158 1.037369 0.46 -0.14 -0.23 0.03
H 5.723672 -0.733980 2.048450 0.26 -0.63 -0.35 0.08
O 4.825914 -0.492484 1.838980 -0.56 0.93 0.19 -0.04
H 3.481381 2.200771 -1.451399 0.02 -0.30 -0.02 0.06
H 2.464037 1.366888 -2.151888 -0.09 -0.49 0.16 0.02
O 3.411252 1.366088 -1.950675 0.30 0.65 -0.15 -0.07
H 1.791144 -3.664440 5.403537 0.00 0.05 0.20 0.07
O 1.383580 -3.175312 4.685372 -0.70 0.09 0.29 -0.05
H 4.407533 -3.919589 1.224584 0.12 0.85 -0.47 0.04
H 4.271608 -4.728457 2.483363 0.07 0.14 0.20 0.09
O 4.061793 -3.849829 2.133819 0.34 -1.17 0.32 -0.06
H -4.237877 -0.544907 4.594377 0.04 -0.66 0.49 0.06
H -0.048975 1.950085 -6.312818 -0.18 0.04 0.53 0.04
H 2.420214 -4.319484 2.521817 -0.15 -0.30 -0.73 0.01
H -0.609592 -2.029477 4.389664 0.10 -0.13 -0.29 0.05
H 3.825059 -2.607982 3.426295 0.59 -0.15 -1.56 -0.01
H 1.955975 -2.402784 4.525030 0.47 -0.03 -0.20 0.03
O -1.551475 -1.972984 -1.019123 0.38 -0.09 -0.27 -0.03
H -1.326908 -2.364412 -0.167817 -0.21 -0.12 0.12 0.02
H -2.232098 -1.308783 -0.854902 -0.04 0.15 0.15 0.01
O -0.166658 -3.686055 -3.498691 0.59 0.48 0.27 -0.04
H -0.094910 -2.991493 -2.826829 -0.16 -0.32 0.26 0.02
H 0.281483 -3.277190 -4.243617 0.16 -0.15 -0.31 0.06
O -4.010156 -2.070640 -2.613953 0.42 -0.25 0.23 -0.08
H -3.467423 -2.581695 -3.247472 -0.37 0.09 -0.28 0.00
H -3.729095 -2.566360 -1.832815 -0.29 0.23 0.21 0.02
O -3.260404 1.215122 -4.727579 -0.05 0.46 -0.29 -0.06
H -3.300502 2.177288 -4.499865 -0.36 -0.34 0.16 0.02
H -4.165695 1.035539 -4.986859 -0.15 -0.24 -0.13 0.07
O -3.061787 4.090025 -1.340616 -0.23 -0.04 0.13 -0.08
H -2.128592 4.348124 -1.527523 0.25 0.11 0.22 0.00
H -3.416497 4.811087 -0.813757 -0.05 -0.03 0.06 0.06
O -2.690372 -4.055531 -4.098195 0.06 -0.22 0.08 -0.07
H -1.876057 -4.347674 -3.638692 -0.44 0.30 -0.26 0.03
H -2.314828 -3.512545 -4.798347 -0.07 -0.06 -0.16 0.05
O 1.364766 0.729706 -5.861502 0.79 0.32 0.52 -0.11
H 1.637795 0.145590 -5.134591 -0.52 -0.40 -0.29 0.00
H 1.808855 1.548130 -5.499458 -0.34 -0.42 -0.80 0.00

***

No. 2
13
Properties=species:S:1:pos:R:3:forces:R:3:lowdin_charge:R:1 method="wB97M-V/def2-TZVPD" homo_ev=-4.45 total_charge=-1
I -2.224445 -1.855963 18.415167 0.93 2.24 -0.38 1.24
O -0.037253 -1.343916 17.151971 3.40 1.22 -2.39 -0.28
H -0.627240 -1.747086 17.788842 1.82 -0.30 -0.24 -0.41
H 0.752668 -1.883730 17.181331 0.48 -0.09 -0.14 0.00
O -1.646092 -3.324300 20.798509 0.66 -1.38 2.16 -0.19
H -1.679402 -2.570154 20.209967 0.10 0.17 0.30 -0.23
H -2.248866 -3.958497 20.410302 -0.17 -0.08 -0.18 -0.02
O -3.744902 -4.144569 18.321155 -2.10 -3.15 -0.10 -0.21
H -3.181096 -4.447573 17.609436 0.14 0.09 -0.10 0.00
H -3.358527 -3.313066 18.596009 -0.30 -0.24 0.28 -0.30
O -4.767161 -1.065618 18.882274 -3.43 1.30 0.73 -0.22
H -3.898835 -1.396706 18.652886 -1.31 0.43 0.09 -0.38
H -5.350498 -1.813864 18.755509 -0.23 -0.20 -0.03 0.00

***

No. 3
13
Properties=species:S:1:pos:R:3:forces:R:3:lowdin_charge:R:1 method="wB97M-V/def2-TZVPD" homo_ev=-10.32
N 3.655931 -0.180748 0.183036 -3.31 -1.48 0.13 -0.02
N 1.247662 0.595148 1.080629 3.35 0.76 -0.61 0.01
O 1.409559 -1.340580 -1.064543 -0.45 -0.41 0.06 -0.33
Si -2.347150 -0.910020 0.103127 0.20 -0.28 -0.35 0.56
Si 1.944981 -0.432633 0.018641 2.33 -0.19 -0.69 0.29
H 4.002896 0.604636 0.640743 1.00 1.24 0.53 0.00
H 4.008697 -0.457937 -0.684717 1.58 -0.10 -1.23 0.00
H 1.662113 1.495094 1.194928 0.30 0.37 0.29 0.05
H 0.378164 0.572155 1.387487 -4.86 -0.18 1.55 -0.04
H -1.830398 -1.706231 -1.005943 -0.44 -1.00 -0.02 -0.13
H -3.804886 -0.958536 0.457253 0.46 -0.03 -0.27 -0.12
H -1.943764 0.293913 -0.620455 -0.12 0.97 0.63 -0.14
H -1.541951 -1.268445 1.299307 -0.06 0.33 -0.01 -0.13